18
Properties=species:S:1:pos:R:3:forces:R:3:mulliken_charge:R:1 method="wB97M-V/def2-TZVPD" homo_energy_ev=-8.779 smiles="[H]/N=C/[C@@]1(C(=C)C)CN1" total_energy_ev=-9360.402 gap_ha=0.35757 relative_energy_kj_mol=389.33
H -0.003924 2.439046 -0.616048 0.7 -0.3 -1.0 0.24
C -1.680686 -0.032118 0.431190 -0.1 0.1 -0.4 -0.26
H 1.857852 1.879396 0.015310 -0.1 0.2 0.1 0.18
H -1.888745 0.493102 1.369288 -0.2 -0.1 0.0 0.41
C -0.248263 0.157711 -1.676715 -1.1 2.2 -0.6 -0.83
N -2.381935 -0.950587 -0.075788 0.0 0.0 -0.1 -0.56
H 2.807071 0.566981 0.889208 0.1 0.0 -0.1 0.34
C -0.480376 0.510890 -0.281155 2.1 -2.0 0.4 1.23
C 0.873619 -1.353818 0.889365 0.0 0.2 -0.1 -1.35
H 0.341742 -1.372981 1.842605 0.0 0.0 0.0 0.29
C 1.879874 0.884977 0.435395 -0.2 -0.6 -0.2 -1.28
H 0.661022 0.393220 -2.210268 0.3 -0.4 0.7 0.34
H -3.217018 -1.164944 0.467333 0.2 0.0 0.2 0.25
C 0.854814 0.035491 0.311535 -0.1 1.8 1.8 0.72
H 0.372874 -2.062022 0.232573 0.0 -0.1 -0.1 0.35
N -0.700989 1.758320 -0.919453 -0.9 -1.7 -0.3 -0.81
H -0.944380 -0.505960 -2.176141 -0.7 0.9 -0.4 0.32
H 1.897448 -1.676705 1.071766 0.0 0.0 -0.1 0.42